Record 1
{"formula": "H26O13", "method": "ωB97M-V/def2-TZVPD", "symbols": ["O", "H", "H", "O", "H", "H", "O", "H", "H", "O", "H", "H", "O", "H", "H", "O", "H", "H", "O", "H", "H", "O", "H", "H", "O", "H", "H", "O", "H", "H", "O", "H", "H", "O", "H", "H", "O", "H", "H"], "coordinates": [[19.772000, 13.557000, 6.201000], [19.453000, 13.387000, 5.356000], [20.645000, 13.884000, 6.001000], [23.263000, 12.361000, 9.942000], [24.059000, 12.081000, 10.444000], [23.621000, 12.564000, 9.068000], [23.278000, 14.121000, 3.301000], [24.073000, 14.568000, 3.031000], [23.460000, 13.282000, 2.812000], [24.594000, 12.892000, 7.767000], [23.990000, 13.222000, 7.126000], [24.883000, 13.602000, 8.334000], [20.114000, 11.182000, 7.633000], [20.275000, 10.742000, 6.772000], [20.172000, 12.134000, 7.348000], [21.642000, 15.828000, 5.309000], [21.721000, 16.227000, 4.453000], [21.119000, 16.369000, 5.940000], [24.176000, 16.330000, 6.123000], [24.484000, 16.738000, 5.297000], [23.256000, 16.012000, 5.938000], [22.438000, 10.970000, 4.118000], [22.924000, 10.961000, 4.926000], [21.625000, 11.341000, 4.350000], [21.909000, 14.488000, 8.330000], [22.324000, 15.373000, 8.447000], [22.221000, 14.025000, 9.118000], [25.688000, 11.608000, 5.343000], [26.534000, 11.580000, 5.824000], [24.996000, 11.591000, 5.978000], [21.252000, 15.984000, 2.513000], [21.646000, 15.158000, 2.790000], [21.966000, 16.430000, 1.966000], [22.638000, 13.284000, 6.010000], [22.234000, 13.754000, 6.751000], [22.747000, 13.836000, 5.213000], [23.165000, 10.652000, 6.635000], [23.077000, 11.430000, 7.229000], [23.816000, 10.031000, 6.990000]], "forces_ev_per_angstrom": [[0.433, 0.592, 2.041], [-1.359, -0.643, -2.306], [0.511, 0.317, 0.008], [0.378, -0.101, 1.181], [-0.908, 0.234, -0.341], [0.220, -0.412, -0.292], [0.171, -1.272, -0.971], [0.629, 0.936, 0.255], [-0.841, 0.146, 0.914], [1.412, -1.089, 1.289], [-0.932, 1.033, -1.645], [0.294, 0.627, -0.170], [0.406, 0.776, -1.164], [-0.055, 0.081, 0.865], [-0.418, -1.107, 0.441], [-0.401, -0.408, 2.025], [-0.586, 0.833, -0.993], [0.325, -0.273, -1.095], [-0.276, -0.110, -0.243], [-0.206, -0.215, 0.495], [0.858, 0.402, -0.110], [1.117, -0.655, -2.392], [0.658, -0.129, 1.211], [-1.949, 0.869, 0.558], [0.577, 1.297, 0.310], [-0.469, -0.735, -0.301], [-0.210, -0.493, 0.281], [1.720, -0.081, -1.090], [-0.749, 0.081, -0.157], [-0.828, -0.003, 0.979], [1.065, 1.637, -0.905], [0.439, -0.672, -0.115], [-1.385, -0.920, 0.918], [0.288, -0.464, -0.473], [0.006, 0.640, 0.043], [0.010, -0.123, 0.521], [0.240, 0.279, 0.564], [0.110, -1.201, -0.378], [-0.296, 0.324, 0.239]], "homo_lumo_gap_ev": 9.981, "charge": 0, "e_tot_ev": -27039.940}


Record 2
{"formula": "H26O13", "method": "ωB97M-V/def2-TZVPD", "symbols": ["H", "H", "H", "H", "H", "H", "H", "H", "H", "H", "H", "H", "H", "H", "H", "H", "H", "H", "H", "H", "H", "H", "H", "H", "H", "H", "O", "O", "O", "O", "O", "O", "O", "O", "O", "O", "O", "O", "O"], "coordinates": [[-0.442875, -0.023298, 0.919738], [0.730139, -0.113076, -0.202431], [-1.190238, 0.980050, -1.493561], [-1.913017, -0.396430, -1.590180], [-1.782180, 3.096144, 2.180942], [-0.716737, 1.972682, 1.915684], [4.166795, -2.725821, -1.000259], [5.487097, -2.991882, -0.459915], [-3.441159, -1.639764, -2.875147], [-2.256950, -2.412983, -2.200042], [2.139438, 4.478818, -2.180252], [1.699814, 2.998271, -1.984242], [2.548531, 1.975557, 0.338389], [4.089779, 2.445790, 0.270622], [0.758642, -4.629473, -0.007880], [1.771283, -3.858096, 0.639211], [-1.732180, 3.128160, -1.772078], [-1.920410, 4.536163, -1.728990], [-1.370961, 1.122769, 5.018498], [-0.915145, 0.757065, 6.293595], [-3.916723, -1.093501, -0.199723], [-5.461170, -1.291788, -0.368025], [5.985308, -0.167852, -0.899288], [4.709884, 0.043556, -0.222330], [-3.593661, -2.090354, 1.023441], [-4.302421, -3.242983, 0.385738], [0.323449, -0.479864, 0.626305], [-1.015753, 0.050483, -1.581285], [-1.281752, 2.682428, 1.472279], [4.705747, -3.415831, -0.881573], [-2.646561, -2.152790, -3.073958], [2.156739, 3.678222, -1.596199], [3.213836, 2.688173, 0.536557], [1.085828, -4.405015, 0.875284], [-2.339467, 3.812349, -2.038762], [-0.557982, 0.771876, 5.457356], [-4.764248, -0.706895, 0.029345], [5.436431, -0.544803, -0.203401], [-3.447145, -2.836054, 0.576527]], "forces_ev_per_angstrom": [[-0.831, 0.825, -0.447], [-1.548, -0.339, 1.357], [-0.380, 0.564, 0.057], [1.707, 0.973, -0.203], [0.028, -0.026, 0.077], [-1.086, 1.644, -0.720], [-3.351, 4.131, -0.812], [-0.783, -0.552, -0.381], [0.109, -0.207, -0.012], [-0.630, 0.179, -1.112], [-0.213, -1.411, 0.605], [-1.786, -2.260, -1.892], [1.508, 1.014, 0.229], [0.425, -0.555, -0.346], [-0.310, -0.268, 0.400], [2.842, 2.210, -0.327], [0.065, -0.556, 0.072], [1.891, 4.143, 1.553], [1.168, -0.389, -0.237], [-0.610, -0.390, 3.614], [-0.182, -0.122, -0.499], [1.150, 0.862, 0.491], [0.341, -0.257, -0.010], [-1.483, 0.821, 0.349], [-1.159, 4.149, 3.268], [0.281, 0.167, 0.263], [2.613, -0.721, -0.486], [-1.487, -1.170, -0.366], [1.170, -1.647, 0.600], [4.088, -3.584, 1.198], [0.389, -0.127, 1.214], [1.716, 3.895, 0.658], [-1.658, -0.686, 0.754], [-2.516, -1.984, -0.045], [-1.960, -3.486, -1.577], [-0.589, 0.785, -3.372], [-1.462, 0.149, -0.544], [1.152, -0.555, -0.346], [1.382, -5.221, -3.023]], "homo_lumo_gap_ev": 10.679, "charge": 0, "e_tot_ev": -27036.480}


Record 3
{"formula": "H26O13", "method": "ωB97M-V/def2-TZVPD", "symbols": ["O", "H", "H", "O", "H", "H", "O", "H", "H", "O", "H", "H", "O", "H", "H", "O", "H", "H", "O", "H", "H", "O", "H", "H", "O", "H", "H", "O", "H", "H", "O", "H", "H", "O", "H", "H", "O", "H", "H"], "coordinates": [[13.906000, 7.535000, 14.528000], [13.994000, 7.751000, 15.502000], [14.216000, 6.655000, 14.337000], [15.468000, 7.460000, 9.381000], [16.330000, 7.500000, 9.071000], [15.252000, 8.290000, 8.858000], [17.699000, 4.949000, 10.266000], [16.990000, 4.553000, 9.770000], [17.671000, 4.436000, 11.044000], [18.097000, 7.635000, 10.837000], [17.258000, 8.157000, 10.808000], [17.865000, 6.763000, 10.591000], [13.038000, 9.036000, 11.622000], [13.851000, 8.633000, 11.831000], [12.688000, 9.564000, 12.354000], [12.092000, 4.348000, 10.599000], [12.262000, 3.420000, 10.589000], [11.324000, 4.519000, 10.050000], [14.387000, 5.998000, 11.482000], [14.884000, 6.402000, 10.787000], [13.540000, 5.738000, 11.109000], [16.645000, 6.443000, 12.978000], [17.378000, 6.592000, 12.459000], [15.962000, 6.199000, 12.381000], [11.697000, 7.241000, 10.314000], [11.950000, 7.669000, 9.444000], [12.367000, 7.730000, 10.802000], [10.926000, 4.154000, 13.071000], [10.094000, 4.549000, 12.696000], [11.573000, 4.116000, 12.441000], [15.431000, 4.151000, 8.804000], [14.539000, 4.540000, 8.832000], [15.759000, 4.331000, 7.944000], [13.003000, 5.459000, 8.246000], [12.649000, 5.331000, 9.091000], [12.300000, 5.334000, 7.639000], [15.642000, 8.800000, 12.107000], [15.912000, 9.621000, 12.441000], [15.955000, 8.046000, 12.604000]], "forces_ev_per_angstrom": [[-0.323, 1.454, 1.513], [0.030, -0.927, -1.866], [0.279, -0.469, 0.319], [-2.320, 2.255, -1.189], [3.422, -1.107, -0.416], [-1.017, -1.183, 1.295], [0.614, 0.902, -0.744], [-1.057, -0.102, -0.848], [0.282, -0.811, 1.720], [-0.313, 2.511, 0.339], [0.825, -0.523, 0.315], [-0.318, -1.909, -0.769], [-2.343, 1.336, -0.854], [2.105, -0.356, 1.150], [0.478, -0.609, -0.146], [0.216, 0.923, 0.018], [0.157, -1.155, -0.271], [-0.412, -0.083, 0.222], [-0.314, -0.546, 1.071], [0.269, 0.613, -1.187], [-0.185, -0.019, 0.045], [-1.568, -0.201, 2.951], [2.909, 0.698, -1.764], [-1.294, -0.895, -0.710], [0.388, 0.223, -2.640], [-0.953, -1.001, 0.955], [-0.061, 0.424, 1.438], [-4.070, 0.347, 2.838], [1.699, -0.572, 0.342], [2.133, 0.347, -2.723], [-0.365, -0.458, 1.363], [0.373, 0.024, -0.313], [0.269, 0.276, -1.308], [1.906, 0.548, -1.580], [-0.862, -0.030, 2.186], [-0.932, -0.205, -0.958], [-0.946, -0.840, -1.990], [0.712, 1.387, 1.116], [0.588, -0.266, 1.082]], "homo_lumo_gap_ev": 10.619, "charge": 0, "e_tot_ev": -27039.586}